Formula: C4H12NO
Source: OMol25
Level of theory: ωB97M-V with the def2-TZVPD basis set

Last column: Löwdin charge in e.
Cartesian coordinates (Å):
C -2.762 1.662 -0.252  -0.077
C -1.315 1.158 -0.072  -0.232
C -0.932 -0.311 -0.283  -0.126
C 1.236 -0.725 -1.338  0.202
N 0.530 -0.435 -0.317  0.041
H -2.832 2.459 -0.992  0.078
H -3.236 2.078 0.628  0.074
H -3.366 0.831 -0.632  0.078
H -0.943 1.568 0.870  0.113
H -0.695 1.769 -0.729  0.105
H -1.254 -0.652 -1.271  0.135
H -1.302 -0.887 0.552  0.141
H 0.749 -0.762 -2.304  0.132
H 2.239 -1.034 -1.070  0.123
H 0.974 -0.545 0.601  0.141
H 2.867 -1.529 2.635  0.067
H 3.679 -1.001 1.625  0.048
O 2.757 -1.226 1.721  -0.044

Calculated values
energy	-7872.8334	eV
HOMO-LUMO gap	0.383	hartree
relative energy (zero: lowest compared OMol25 entry of this formula, charge and spin)	1.458	eV
charge	+1